1.
42
Properties=species:S:1:pos:R:3 method="wB97M-V/def2-TZVPD" molar_mass_g_mol=273.34 homo_ev=-9.35 lumo_energy_ev=0.418 homo_lumo_gap_ev=9.8
H -0.0678 -3.2498 -0.1762
N -1.0078 -2.8175 -0.0982
C -1.2599 -1.9161 -0.9506
N -0.4171 -1.5038 -2.0370
N -2.4691 -1.2809 -0.9152
C -3.2152 -1.2245 0.3820
C -2.6663 -0.2803 1.4696
C -2.6780 1.2062 1.1779
C -1.7101 2.0636 0.2707
N -2.1293 1.9578 -1.1375
C -0.1938 1.8595 0.3456
O 0.5355 2.8210 0.5205
N 0.3018 0.5886 0.1459
C 1.7545 0.4120 0.3472
C 2.4516 0.5924 -1.0045
O 3.5286 1.1703 -1.0123
O 1.8951 0.1220 -2.0572
C 2.1107 -0.8916 1.0212
C 1.6943 -1.0784 2.5344
C 3.6015 -1.2062 0.9127
H 0.3784 -2.1201 -2.1209
H -1.0209 -1.4670 -2.8668
H -2.7435 -0.6250 -1.6158
H -4.2617 -0.9815 0.0251
H -3.1165 -2.2206 0.7995
H -1.6166 -0.6213 1.7146
H -3.1938 -0.4781 2.4081
H -2.4222 1.6990 2.1366
H -3.7261 1.4215 0.9073
H -1.8157 3.0953 0.5424
H -1.4551 2.4394 -1.7361
H -2.9803 2.4861 -1.2938
H -0.2575 -0.2218 0.0389
H 2.0962 1.2776 0.9427
H 0.9863 -0.2448 -1.9572
H 1.4979 -1.6458 0.4564
H 2.0817 -0.3149 3.2555
H 2.1480 -2.0260 2.8785
H 0.5977 -1.1716 2.6291
H 3.9163 -1.3224 -0.1690
H 3.8172 -2.0947 1.5410
H 4.1986 -0.3491 1.3093

---

2.
40
Properties=species:S:1:pos:R:3 method="wB97M-V/def2-TZVPD" molar_mass_g_mol=249.31 homo_ev=-9.17 lumo_energy_ev=0.505 homo_lumo_gap_ev=9.7 smiles="CCOC(C)=O.CCOC(C)=O.CN(C)C=O"
C -0.5701 7.9555 -9.3461
C -2.0190 8.2685 -9.7480
O -2.4145 9.5140 -9.1748
C -3.5050 10.0441 -9.4350
C -3.6166 11.4487 -8.7205
O -4.4233 9.5338 -10.0469
H 0.1507 8.7503 -9.5382
H -0.1811 7.0288 -9.7679
H -0.4934 7.7892 -8.2716
H -2.2461 8.1402 -10.8064
H -2.7889 7.6106 -9.3448
H -2.8017 12.1649 -8.8251
H -3.7068 11.3036 -7.6440
H -4.5232 12.0233 -8.9099
C -8.6588 12.9478 -17.3231
C -8.8640 14.0409 -18.3813
O -10.2395 14.2277 -18.2467
C -10.8820 15.3346 -18.5986
C -12.3361 15.0659 -18.7386
O -10.4258 16.3988 -19.0207
H -9.3284 12.9493 -16.4631
H -7.6274 13.0702 -16.9924
H -8.5707 11.9775 -17.8117
H -8.4152 14.9871 -18.0790
H -8.5360 13.8531 -19.4037
H -12.7744 16.0265 -19.0094
H -12.8172 14.7044 -17.8298
H -12.3453 14.3689 -19.5765
C -8.5410 17.6510 -12.8970
N -9.8802 17.1371 -12.4570
C -9.7649 15.9212 -11.6395
C -11.0566 17.7676 -12.7017
O -12.0613 17.4646 -12.1364
H -8.1354 17.2071 -13.8062
H -7.8177 17.6060 -12.0828
H -8.7259 18.6505 -13.2906
H -10.4470 15.9393 -10.7894
H -10.0218 15.2024 -12.4175
H -8.7529 15.6919 -11.3060
H -11.0333 18.4985 -13.5248

---

3.
43
Properties=species:S:1:pos:R:3 method="wB97M-V/def2-TZVPD" molar_mass_g_mol=714.03 homo_ev=-15.75 lumo_energy_ev=-11.884 homo_lumo_gap_ev=3.9 charge=+3
I 0.3287 -2.4625 -5.9976
I 0.3331 0.2442 -6.3415
Hf 0.1353 -0.7529 0.2856
P -2.2031 -0.6749 -0.7492
C -2.6247 -0.9932 -2.4990
C -3.1114 -2.0474 0.0469
H -4.1645 -1.8034 -0.1424
H -4.3573 0.5273 -0.3924
H -2.9037 -2.1155 1.1268
H -3.0666 1.0023 0.7033
H -2.1772 -1.9578 -2.7861
H -2.8390 -2.9865 -0.4570
C -3.2774 0.7526 -0.3420
H -3.7372 -1.0307 -2.5380
H -2.9971 1.5981 -0.9895
H -2.2161 -0.1830 -3.1257
P 2.5959 -0.5944 -0.5569
C 3.1741 -0.7806 -2.3003
C 3.6352 0.8427 -0.0668
H 3.3458 -2.1371 1.1878
H 4.6549 -1.7845 0.0387
H 3.3421 -2.9166 -0.4302
C 3.5788 -1.9976 0.1273
H 3.3217 1.1849 0.9257
H 4.6936 0.5558 -0.0148
H 4.2874 -0.7926 -2.2786
H 2.8178 0.0564 -2.9198
H 3.5152 1.6468 -0.8042
H 2.8027 -1.7444 -2.6845
Cl 0.3000 -2.6364 1.6191
N -1.3596 -0.3190 2.8833
C -0.8157 0.9488 2.6743
C -1.1230 2.0887 3.4040
C -0.5794 3.3080 3.0010
C 0.1627 3.3830 1.8182
C 0.4173 2.2378 1.0986
N 0.0032 1.0108 1.5746
H -0.6699 -1.1011 2.9067
H -1.9708 -0.3756 3.6864
H -1.7500 2.0057 4.2768
H -0.8564 4.2179 3.5079
H 0.4360 4.3598 1.3929
H 0.9185 2.2160 0.1304

---

4.
42
Properties=species:S:1:pos:R:3 method="wB97M-V/def2-TZVPD" molar_mass_g_mol=437.67 homo_ev=-17.22 lumo_energy_ev=-8.300 homo_lumo_gap_ev=8.9 charge=+2
N -1.0390 1.2411 0.2272
C -1.8586 2.1459 0.0985
O -2.8635 2.6463 -0.3306
Li -2.4409 -0.6781 -0.8259
Ta 0.2589 -0.1126 -0.0120
N -0.5072 -0.7098 -1.7368
N -0.4934 -1.3062 1.2875
C -0.3436 0.0433 -3.0574
C -1.0870 -1.3603 2.6800
C -1.7289 0.4411 -3.6202
C 0.3708 -0.9044 -4.0365
C 0.5098 1.2776 -2.7961
C -1.7889 -2.7118 2.8887
C 0.0490 -1.2100 3.7104
C -2.0894 -0.2092 2.8433
H -2.3769 -0.4263 -3.8222
H -1.5619 0.9557 -4.5853
H -2.2597 1.1526 -2.9592
H 1.3057 -1.2797 -3.6005
H 0.6110 -0.3457 -4.9561
H -0.2564 -1.7605 -4.3241
H 0.0224 1.9722 -2.0856
H 0.6122 1.8107 -3.7537
H 1.5193 1.0035 -2.4404
H -2.5611 -2.8723 2.1253
H -2.2755 -2.6957 3.8778
H -1.0746 -3.5490 2.8752
H 0.7307 -2.0753 3.7003
H -0.3967 -1.1588 4.7203
H 0.6278 -0.2917 3.5511
H -1.6137 0.7695 2.6335
H -2.4575 -0.2254 3.9010
H -2.9564 -0.3608 2.1672
C 0.4378 -2.4227 0.9614
H 1.1379 -2.1183 0.1423
H 1.0483 -2.6788 1.8317
H -0.1226 -3.3107 0.6554
C -1.1762 -2.0687 -1.8953
H -0.4754 -2.8550 -2.1602
H -1.6765 -2.3864 -0.9382
H -1.9669 -1.9874 -2.6673
Cl 2.5072 0.3648 0.1280